(1)
ORCA calculation (ωB97M-V with the def2-TZVPD basis set) on a structure of composition C35H37BeNO3P2.

The HOMO-LUMO gap is 6.8 eV. For the energy above the lowest of the compared OMol25 structures with the same formula, charge and spin, the calculation gives 0.0000 eV. The energy comes out at -2333.659784 Eh. Its HOMO energy is -0.2805 hartree. Its multiplicity is 1.

Each line ends with the Löwdin charge.
Atoms and positions in Å:
Be 1.9897 -0.5081 -0.2581  0.310
C -2.8952 0.0253 0.7435  -0.137
C -3.0065 -0.1562 -0.5707  -0.111
C -3.0815 0.8020 -1.7207  -0.197
C -1.6696 1.0734 -2.2616  -0.194
C -0.7284 1.6664 -1.2669  -0.118
C -1.0082 2.2635 -0.1063  -0.109
C -2.3219 2.4926 0.5700  -0.194
C -2.9006 1.3372 1.4390  -0.183
C 3.3960 0.2093 -0.8016  -0.167
H -2.8139 -0.8486 1.3981  0.102
H -3.1329 -1.1987 -0.9170  0.111
H -3.6334 1.7300 -1.5476  0.101
H -3.6294 0.2652 -2.5150  0.109
H -1.2565 0.0979 -2.5597  0.093
H -1.6990 1.6778 -3.1862  0.123
H 0.3348 1.5217 -1.5381  0.101
H -0.1681 2.5836 0.5202  0.101
H -3.0873 2.7463 -0.1664  0.088
H -2.2357 3.3910 1.2114  0.114
H -2.3918 1.3054 2.4170  0.107
H -3.9550 1.6075 1.6517  0.120
H 4.3232 0.0837 -0.1949  0.010
H 3.3063 1.3104 -0.8510  0.005
H 3.6929 -0.0896 -1.8209  -0.010
P 0.0672 -2.1453 -9.1244  0.993
P 1.9657 0.4090 -9.4524  0.993
C -0.6065 -0.5703 -9.7290  -0.335
C 0.2205 0.4867 -9.9432  -0.353
C -0.6841 -3.3527 -10.3070  -0.393
C -1.8357 -3.0649 -11.0557  -0.097
C -2.4097 -4.0479 -11.8755  -0.087
C -1.8181 -5.3063 -11.9969  -0.093
C -0.6250 -5.5750 -11.3119  -0.089
C -0.0528 -4.6053 -10.4777  -0.105
C -0.9218 -2.3199 -7.5837  -0.377
C -0.5912 -1.4444 -6.5314  -0.103
C -1.3144 -1.4857 -5.3420  -0.083
C -2.3640 -2.4025 -5.1934  -0.089
C -2.6830 -3.2764 -6.2369  -0.088
C -1.9548 -3.2507 -7.4275  -0.087
C 2.6779 1.1196 -11.0263  -0.365
C 2.6064 0.3199 -12.1861  -0.108
C 3.0268 0.8324 -13.4161  -0.094
C 3.5365 2.1324 -13.5106  -0.096
C 3.6311 2.9135 -12.3553  -0.089
C 3.2249 2.4065 -11.1141  -0.088
C 2.0950 1.8284 -8.3058  -0.417
C 3.2490 1.9131 -7.5028  -0.110
C 3.4327 3.0215 -6.6770  -0.087
C 2.4558 4.0244 -6.6238  -0.090
C 1.2915 3.9119 -7.3831  -0.085
C 1.0934 2.8008 -8.2056  -0.095
H -1.6956 -0.5016 -9.8780  0.072
H -0.1177 1.3992 -10.4561  0.080
H -2.2938 -2.0798 -10.9996  0.084
H -3.3265 -3.8179 -12.4221  0.103
H -2.2766 -6.0760 -12.6297  0.105
H -0.1391 -6.5447 -11.4273  0.101
H 0.8794 -4.8158 -9.9491  0.098
H 0.2252 -0.7295 -6.6579  0.097
H -1.0613 -0.8034 -4.5295  0.080
H -2.9279 -2.4339 -4.2597  0.098
H -3.5043 -3.9844 -6.1259  0.102
H -2.1964 -3.9417 -8.2353  0.099
H 2.1942 -0.6895 -12.1215  0.100
H 2.9471 0.2160 -14.3105  0.100
H 3.8526 2.5346 -14.4778  0.102
H 4.0142 3.9305 -12.4153  0.100
H 3.3067 3.0306 -10.2205  0.098
H 3.9914 1.1145 -7.5393  0.101
H 4.3394 3.1039 -6.0800  0.102
H 2.6088 4.8971 -5.9868  0.102
H 0.5256 4.6875 -7.3439  0.104
H 0.1686 2.6982 -8.7672  0.088
O 1.3974 0.5293 1.0639  0.008
N 0.5236 -0.4355 1.1779  -0.308
O -0.2595 -0.6316 2.0732  0.165
O 0.7426 -1.3493 0.0877  -0.043

(2)
ORCA calculation (ωB97M-V with the def2-TZVPD basis set) on a structure of composition C4H5FN2S.

The HOMO-LUMO gap is 8.8 eV. For the energy above the lowest of the compared OMol25 structures with the same formula, charge and spin, the calculation gives 2.2281 eV. The energy comes out at -762.907192 Eh. Its HOMO energy is -0.2973 hartree. Its multiplicity is 1.

Each line ends with the Löwdin charge.
Atoms and positions in Å:
C 0.5264 -0.3182 -0.0333  -0.521
C -0.7824 -1.0998 0.1239  -0.020
C -1.7517 0.0140 -0.1164  -0.391
C -1.1363 1.2037 -0.0440  -0.026
H 4.0959 -0.5033 -0.5718  -0.089
H -0.9963 -1.4730 1.1713  0.156
H -0.9535 -1.9087 -0.5759  0.122
H -1.6984 2.2119 0.1450  0.160
H 0.8895 1.7724 0.0382  0.064
N 1.6256 -0.9650 0.0109  -0.291
N 0.2743 1.0309 0.1443  0.036
F -2.9971 -0.1739 -0.2039  0.140
S 2.9039 0.2091 -0.0882  0.660

(3)
ORCA calculation (ωB97M-V with the def2-TZVPD basis set) on an isolated molecule of C3H7NO2.

The HOMO-LUMO gap is 10.5 eV. For the energy above the lowest of the compared OMol25 structures with the same formula, charge and spin, the calculation gives 0.6524 eV. The energy comes out at -323.756992 Eh. As for the SMILES: C[C@@H](O)C(N)=O. Its HOMO energy is -0.3591 hartree. Its multiplicity is 1.

Each line ends with the Löwdin charge.
Atoms and positions in Å:
C -0.4610 -1.3520 -0.0436  -0.033
C 0.5911 -0.2355 0.1207  -0.349
O 1.1241 0.1697 -1.1325  -0.037
C -0.2293 0.9082 0.6984  -0.529
O -0.3379 1.0981 1.8944  0.063
N -0.9782 1.5312 -0.2487  0.165
H -0.6687 -1.8098 0.9276  0.089
H -0.1305 -2.1151 -0.7532  0.079
H -1.3979 -0.9234 -0.4337  0.084
H 1.3925 -0.4876 0.8366  0.153
H 1.7175 -0.5282 -1.4357  0.099
H -0.7586 1.4081 -1.2235  0.102
H -1.7829 2.0611 0.0352  0.114

(4)
ORCA calculation (ωB97M-V with the def2-TZVPD basis set) on a cluster of 16 separate species, C57H136N16O13 in total.

The HOMO-LUMO gap is 7.9 eV. The energy comes out at -4107.517301 Eh. Its HOMO energy is -0.2903 hartree. Its multiplicity is 1.

Each line ends with the Löwdin charge.
Atoms and positions in Å:
C -1.2475 2.2146 1.1702  -0.052
C -1.0163 0.8588 0.4604  -0.208
N 0.1448 0.1257 1.0414  -0.188
C 1.4100 0.8103 1.0441  -0.236
C 1.9240 0.9909 -0.4167  -0.055
C 0.2512 -1.3031 0.6571  -0.208
C -0.9350 -2.1564 1.0617  -0.058
H -0.3714 2.7981 0.8872  0.058
H -1.3844 2.0998 2.2455  0.044
H -2.1125 2.7939 0.8471  0.054
H -1.9419 0.3362 0.7016  0.087
H -0.9490 0.9727 -0.6215  0.090
H 1.2706 1.7788 1.5243  0.074
H 2.0336 0.2364 1.7296  0.099
H 1.1276 1.2244 -1.1234  0.050
H 2.6656 1.7867 -0.4854  0.065
H 2.5243 0.1410 -0.7415  0.056
H 1.1754 -1.7071 1.0703  0.096
H 0.3628 -1.3613 -0.4256  0.089
H -1.1859 -2.0504 2.1171  0.044
H -0.7927 -3.2047 0.7993  0.067
H -1.8315 -1.8164 0.5432  0.042
C 4.1699 0.5413 -3.0512  -0.067
C 4.9845 -0.4319 -3.9371  -0.239
N 5.0074 -1.7715 -3.3445  -0.170
C 5.6548 -1.8463 -2.0134  -0.279
C 7.1015 -1.5558 -1.9203  -0.094
C 5.6204 -2.7734 -4.2430  -0.249
C 4.7322 -3.1700 -5.4361  -0.078
H 4.4999 0.5261 -2.0125  0.057
H 3.1362 0.1962 -3.0714  0.049
H 4.1242 1.5050 -3.5586  0.068
H 4.4764 -0.5229 -4.8972  0.100
H 5.9895 -0.0830 -4.1740  0.111
H 5.1508 -1.3425 -1.1886  0.101
H 5.5130 -2.8921 -1.7409  0.092
H 7.5681 -2.1092 -1.1054  0.077
H 7.6206 -1.9237 -2.8054  0.067
H 7.3579 -0.4983 -1.8576  0.075
H 5.8859 -3.6473 -3.6481  0.111
H 6.5565 -2.3905 -4.6495  0.101
H 4.4772 -2.3605 -6.1200  0.063
H 3.7686 -3.5611 -5.1096  0.044
H 5.1983 -3.9644 -6.0192  0.073
C 2.7195 4.8953 -3.2710  -0.074
C 1.8439 4.8083 -4.5275  -0.282
N 1.5208 3.4595 -4.9135  -0.201
C 0.9381 2.6225 -3.8787  -0.220
C -0.4538 3.2098 -3.4213  -0.056
C 0.8351 3.3805 -6.2144  -0.228
C 1.2140 2.0124 -6.7946  -0.077
H 3.5036 4.1679 -3.4815  0.073
H 2.1291 4.6331 -2.3930  0.046
H 3.1093 5.8976 -3.0936  0.074
H 0.9689 5.4350 -4.3552  0.100
H 2.3614 5.3108 -5.3447  0.112
H 0.8071 1.6065 -4.2512  0.084
H 1.5845 2.4530 -3.0176  0.083
H -0.3181 4.2820 -3.2796  0.050
H -1.3142 3.0043 -4.0581  0.057
H -0.7233 2.7471 -2.4719  0.047
H 1.0762 4.1794 -6.9157  0.113
H -0.2398 3.4439 -6.0452  0.099
H 2.2834 1.8158 -6.7186  0.083
H 0.9607 1.9957 -7.8546  0.071
H 0.6095 1.2423 -6.3155  0.037
C 2.5337 -0.3223 6.2219  -0.343
O 2.6437 -1.0057 7.2494  -0.006
N 2.6035 1.0192 6.1797  -0.169
C 2.8098 1.7004 4.8913  -0.063
C 2.7806 1.8103 7.3841  -0.050
H 2.5911 -0.7411 5.2053  0.105
H 3.7957 2.0977 4.6500  0.085
H 2.0886 2.5153 4.8305  0.080
H 2.5088 1.0094 4.1039  0.061
H 2.0305 2.5978 7.4561  0.080
H 2.6820 1.2464 8.3117  0.087
H 3.7588 2.2887 7.4338  0.089
C 3.2891 4.3879 2.5784  -0.296
O 3.2492 3.1727 2.2842  -0.030
N 2.8004 5.3864 1.8254  -0.172
C 2.9096 6.7972 2.1254  -0.054
C 2.0385 5.0718 0.6390  -0.024
H 3.8284 4.7722 3.4579  0.136
H 1.9267 7.2519 2.2493  0.072
H 3.5690 7.3222 1.4344  0.098
H 3.4160 7.0182 3.0650  0.086
H 1.0717 5.5677 0.7251  0.073
H 2.4846 5.4011 -0.2994  0.087
H 1.7915 4.0142 0.5463  0.074
C 1.5016 -1.5767 -5.1592  -0.328
O 1.7518 -1.5967 -6.3807  -0.011
N 0.3499 -1.2968 -4.5443  -0.185
C 0.1786 -1.3533 -3.1293  -0.066
C -0.8952 -1.0467 -5.2506  -0.038
H 2.1714 -2.0232 -4.4080  0.109
H -0.6238 -2.0502 -2.8873  0.079
H -0.0139 -0.3231 -2.8297  0.082
H 1.1207 -1.7126 -2.7153  0.085
H -1.5780 -1.8919 -5.1633  0.089
H -1.4046 -0.2049 -4.7815  0.071
H -0.7356 -0.6339 -6.2466  0.089
C -1.4436 6.3250 -0.3475  -0.319
O -0.7036 6.2034 -1.3285  -0.011
N -1.3574 7.3215 0.5784  -0.178
C -0.3189 8.3505 0.4672  -0.040
C -2.2239 7.3764 1.7524  -0.039
H -2.2499 5.6286 -0.0700  0.122
H -0.0229 8.5969 -0.5525  0.091
H 0.5972 7.9581 0.9087  0.048
H -0.4724 9.3074 0.9661  0.090
H -2.6008 8.3854 1.9196  0.091
H -3.0135 6.6283 1.6826  0.055
H -1.5979 7.0461 2.5814  0.091
C 5.6827 -2.6489 1.8660  -0.321
O 5.4722 -3.6821 1.2114  -0.027
N 4.7781 -2.0898 2.7020  -0.169
C 3.4814 -2.6788 3.0009  -0.027
C 5.0240 -0.7848 3.3464  -0.040
H 6.5246 -1.9575 1.7067  0.129
H 3.1117 -2.5284 4.0152  0.081
H 3.5079 -3.7411 2.7582  0.089
H 2.7075 -2.2342 2.3752  0.070
H 4.1876 -0.1011 3.2010  0.056
H 5.1016 -0.9175 4.4255  0.091
H 5.8396 -0.2584 2.8506  0.088
C -0.5374 -0.5242 4.3364  -0.350
O -0.1678 -1.7187 4.4707  -0.048
N -0.9197 0.1737 5.3668  -0.157
C -1.2707 1.5673 5.2311  -0.058
C -1.0221 -0.3709 6.7678  0.006
H -0.5026 0.1042 3.4330  0.121
H -0.5372 2.1995 5.7315  0.086
H -2.2292 1.7688 5.7094  0.082
H -1.3603 1.9869 4.2291  0.058
H -0.4935 -1.3225 6.8241  0.088
H -0.4977 0.2183 7.5202  0.081
H -2.0744 -0.3142 7.0461  0.088
C 2.1984 -5.1338 -0.2187  -0.294
O 1.3625 -5.3712 0.6661  -0.032
N 1.8591 -5.0821 -1.5352  -0.149
C 2.9398 -4.9160 -2.5476  -0.035
C 0.5370 -4.9235 -2.0701  -0.051
H 3.2726 -5.0970 0.0201  0.128
H 2.9212 -3.9937 -3.1281  0.052
H 2.9431 -5.7834 -3.2078  0.096
H 3.8982 -4.7881 -2.0444  0.074
H -0.2326 -4.8206 -1.3050  0.075
H 0.4578 -4.1343 -2.8178  0.070
H 0.1267 -5.7462 -2.6556  0.087
C -1.7405 -4.8690 4.3430  -0.364
O -2.8824 -4.7865 4.7951  -0.030
N -0.9811 -5.9598 4.3065  -0.161
C -1.4949 -7.2298 4.8684  -0.043
C 0.4349 -6.0271 3.8250  -0.016
H -1.1751 -3.9876 4.0027  0.114
H -1.3185 -8.0930 4.2267  0.078
H -2.5821 -7.1681 4.9157  0.080
H -1.1214 -7.5067 5.8543  0.087
H 0.9991 -6.5963 4.5637  0.084
H 0.3201 -6.6972 2.9730  0.063
H 0.8916 -5.0883 3.5118  0.081
C -3.3719 -2.9802 -2.8834  -0.308
O -2.8067 -3.4364 -1.8790  -0.018
N -3.7777 -1.6892 -3.0035  -0.187
C -4.3592 -1.2093 -4.2809  -0.040
C -3.7417 -0.7720 -1.9211  -0.051
H -3.7620 -3.6003 -3.7053  0.140
H -3.7172 -0.3753 -4.5643  0.071
H -5.3954 -0.8906 -4.1673  0.082
H -4.3486 -1.9354 -5.0938  0.088
H -4.7553 -0.4664 -1.6618  0.073
H -3.2509 -1.2718 -1.0859  0.076
H -3.2447 0.1372 -2.2593  0.083
C -4.4740 -3.3169 2.0616  -0.283
O -5.1675 -3.9886 1.2464  -0.041
N -4.5723 -1.9866 2.1391  -0.172
C -5.5227 -1.2321 1.3649  -0.049
C -3.8202 -1.2628 3.1835  -0.032
H -3.6620 -3.7343 2.6770  0.116
H -6.2089 -1.8868 0.8278  0.093
H -5.0494 -0.5712 0.6387  0.065
H -6.1090 -0.6800 2.0994  0.079
H -3.1995 -0.5080 2.7009  0.068
H -4.5050 -0.6815 3.8009  0.081
H -3.1388 -1.9057 3.7407  0.083
C -3.8497 3.5051 3.4795  -0.318
O -2.9459 4.3802 3.5566  -0.033
N -4.7518 3.3334 2.5084  -0.171
C -5.7426 2.2545 2.5153  -0.038
C -4.8328 4.1370 1.3248  -0.050
H -3.9707 2.7468 4.2685  0.124
H -5.2492 1.5646 1.8306  0.072
H -6.7711 2.4484 2.2110  0.098
H -5.7930 1.7690 3.4899  0.085
H -4.7092 3.5420 0.4199  0.069
H -5.7954 4.6167 1.1478  0.097
H -4.0773 4.9206 1.2665  0.057
C -2.2329 -7.1391 -1.5775  -0.340
O -1.8095 -7.9650 -2.4216  -0.045
N -2.2501 -7.3316 -0.2586  -0.159
C -2.7389 -6.2558 0.6153  -0.051
C -1.5687 -8.4354 0.4451  -0.028
H -2.6243 -6.1409 -1.8279  0.119
H -3.3187 -6.5477 1.4909  0.095
H -3.3313 -5.5486 0.0346  0.062
H -1.9114 -5.5975 0.8798  0.076
H -0.7919 -8.0011 1.0744  0.071
H -2.1662 -9.0206 1.1443  0.081
H -1.1205 -9.1314 -0.2640  0.084
C -3.9885 3.5589 -2.4488  -0.333
O -3.3958 2.7978 -1.7196  -0.007
N -5.2725 3.3018 -2.8152  -0.184
C -5.9857 4.2034 -3.7482  -0.046
C -6.1172 2.2897 -2.2038  -0.047
H -3.6219 4.4900 -2.9080  0.141
H -5.3120 4.9056 -4.2392  0.086
H -6.8615 4.7015 -3.3322  0.086
H -6.3405 3.5159 -4.5160  0.083
H -6.8070 2.7770 -1.5147  0.088
H -6.6752 1.7158 -2.9437  0.091
H -5.4963 1.6443 -1.5825  0.061